Record 1
Below is a 3-piece molecular cluster, C5H7NO overall in a non-equilibrium geometry, with properties calculated with the ωB97M-V functional and the def2-TZVPD basis.

Last column: Löwdin charge in e.
Element x y z (Å)
N  2.402  -1.782  0.535  0.105
C  1.290  -1.417  0.547  0.013
O  1.508  0.738  -0.997  -0.051
C  0.790  1.615  -0.586  -0.191
C  -1.472  0.636  0.450  -0.133
C  -1.567  -0.463  -0.567  -0.175
C  -1.221  -0.555  0.883  -0.139
H  3.372  -1.915  0.358  0.074
H  -0.004  2.059  -1.215  0.090
H  0.897  2.047  0.428  0.090
H  -1.643  1.675  0.680  0.096
H  -0.782  -0.588  -1.324  0.068
H  -2.550  -0.817  -0.886  0.075
H  -1.021  -1.234  1.691  0.077

Force components x, y, z for each atom (eV/Å):
N -0.77 0.30 -0.05
C 1.17 -0.66 0.08
O -0.21 0.57 0.04
C 0.31 -0.10 -0.21
C -0.26 -0.15 0.30
C -0.13 -0.17 -0.30
C -0.38 0.27 0.14
H 0.11 -0.05 0.01
H 0.08 -0.05 0.03
H 0.09 -0.10 -0.11
H 0.02 -0.07 -0.07
H -0.09 0.05 0.24
H 0.12 0.06 -0.04
H -0.06 0.12 -0.08

The value obtained for the energy above the lowest of the compared OMol25 structures with the same formula, charge and spin is 128.23 kcal/mol. The multiplicity is 1. For the gap between HOMO and LUMO, the calculation gives 10.0 eV. The value obtained for the HOMO energy is -9.059 eV. As for the net charge: 0. Its LUMO energy is 0.93 eV. As for the calculated total energy: -8830.6422 eV.

=====

Record 2
Below is C17H26N2O3S in the gas phase, with properties calculated with the ωB97M-V functional and the def2-TZVPD basis.

Last column: Löwdin charge in e.
Element x y z (Å)
C  -2.914  1.436  0.862  -0.103
C  -3.091  2.301  -0.379  -0.235
C  -1.996  3.356  -0.534  -0.208
N  -0.672  2.768  -0.638  -0.230
C  0.451  3.472  -0.054  -0.214
C  0.905  2.870  1.282  -0.227
C  0.031  3.288  2.458  -0.099
S  -0.328  1.911  -2.037  0.693
O  0.904  2.378  -2.612  -0.287
O  -1.492  1.871  -2.873  -0.276
C  -0.023  0.277  -1.373  -0.257
C  -1.043  -0.648  -1.269  -0.050
C  -0.782  -1.884  -0.711  0.000
C  0.502  -2.216  -0.273  -0.154
C  1.525  -1.258  -0.345  -0.129
C  1.241  -0.021  -0.907  -0.020
C  2.905  -1.511  0.201  -0.134
C  3.103  -2.957  0.646  -0.154
C  1.820  -3.449  1.307  -0.126
N  0.768  -3.462  0.303  0.000
C  0.319  -4.687  -0.130  -0.469
C  -0.435  -4.751  -1.436  0.007
O  0.571  -5.691  0.503  0.061
H  -1.925  0.984  0.870  0.057
H  -3.657  0.642  0.877  0.073
H  -3.038  2.030  1.765  0.067
H  -4.050  2.820  -0.332  0.113
H  -3.091  1.681  -1.274  0.078
H  -2.212  3.956  -1.428  0.123
H  -1.997  4.016  0.337  0.123
H  0.207  4.531  0.080  0.129
H  1.269  3.408  -0.775  0.100
H  1.931  3.194  1.469  0.108
H  0.905  1.782  1.191  0.094
H  0.412  2.861  3.383  0.072
H  0.024  4.371  2.560  0.075
H  -0.989  2.944  2.318  0.045
H  -2.027  -0.394  -1.627  0.114
H  -1.584  -2.592  -0.588  0.115
H  2.016  0.724  -1.004  0.126
H  3.647  -1.237  -0.551  0.123
H  3.054  -0.843  1.055  0.125
H  3.941  -3.031  1.339  0.114
H  3.316  -3.594  -0.215  0.123
H  1.925  -4.468  1.684  0.120
H  1.529  -2.787  2.127  0.138
H  -0.178  -5.697  -1.908  0.090
H  -0.190  -3.927  -2.099  0.079
H  -1.507  -4.764  -1.251  0.087

Force components x, y, z for each atom (eV/Å):
C -0.09 0.15 -0.17
C 0.05 0.09 0.23
C -0.80 -0.06 -0.36
N 0.14 -0.35 -0.92
C 0.81 -0.13 0.30
C -0.15 0.29 -0.03
C 0.20 -0.15 -0.14
S 0.22 -0.23 0.25
O -0.02 -0.12 0.27
O -0.14 -0.04 0.28
C 0.00 0.46 -0.32
C -0.07 -0.04 -0.10
C 0.09 0.12 0.05
C -0.20 0.52 -0.33
C -0.13 0.01 -0.04
C -0.04 -0.07 -0.04
C 0.16 -0.15 0.01
C -0.13 0.16 0.12
C 0.36 -0.30 0.16
N 0.22 0.06 0.38
C -0.18 -0.10 -0.21
C 0.08 -0.18 -0.04
O -0.03 -0.25 -0.04
H 0.09 -0.09 0.10
H -0.04 -0.11 0.06
H 0.02 0.00 0.14
H -0.03 -0.01 -0.09
H -0.17 0.06 0.02
H -0.02 0.10 0.19
H 0.12 -0.04 -0.05
H -0.04 -0.03 -0.10
H -0.01 0.24 0.21
H 0.07 -0.05 -0.01
H 0.10 -0.02 -0.03
H -0.06 -0.01 0.12
H -0.04 0.13 0.05
H -0.18 -0.02 0.06
H -0.19 -0.03 -0.03
H -0.08 -0.06 0.00
H 0.20 0.05 0.02
H 0.01 0.06 0.03
H 0.04 0.00 -0.03
H 0.04 -0.02 -0.02
H 0.02 -0.06 0.03
H -0.06 0.23 0.00
H 0.00 -0.04 0.01
H 0.02 0.01 0.06
H -0.07 0.00 -0.07
H -0.07 0.04 -0.01

Its SMILES is CCCN(CCC)S(=O)(=O)c1ccc2c(c1)CCCN2C(C)=O. The value obtained for the energy above the lowest of the compared OMol25 structures with the same formula, charge and spin is 29.05 kcal/mol. The multiplicity is 1. For the gap between HOMO and LUMO, the calculation gives 9.3 eV. The value obtained for the HOMO energy is -8.725 eV. As for the net charge: 0. Its LUMO energy is 0.59 eV. As for the calculated total energy: -38009.2560 eV.

=====

Record 3
Below is an isolated ion of composition C3H4N and charge +1 in a non-equilibrium geometry, with properties calculated with the ωB97M-V functional and the def2-TZVPD basis.

Last column: Löwdin charge in e.
Element x y z (Å)
C  1.458  1.505  -2.354  0.023
C  1.450  0.390  -1.395  -0.098
C  1.860  2.613  -2.711  0.276
N  1.798  -0.080  -0.271  0.258
H  1.609  3.493  -3.384  0.133
H  1.707  -0.522  0.538  0.116
H  2.709  0.033  -0.395  0.100
H  0.581  0.187  -2.104  0.191

Force components x, y, z for each atom (eV/Å):
C 1.85 -4.28 6.68
C -3.45 4.09 -7.68
C -1.64 3.20 -3.67
N -0.07 1.75 -1.54
H 1.19 -0.94 1.39
H -2.67 -2.42 4.17
H 5.97 0.16 0.41
H -1.17 -1.56 0.26

The value obtained for the energy above the lowest of the compared OMol25 structures with the same formula, charge and spin is 44.89 kcal/mol. The multiplicity is 3. For the gap between HOMO and LUMO (alpha / beta), the calculation gives 8.1 / 7.6 eV. The value obtained for the HOMO energy (alpha / beta) is -13.510 / -16.875 eV. As for the net charge: +1. The expectation value of S² is 2.03. Its LUMO energy (alpha / beta) is -5.46 / -9.25 eV. As for the calculated total energy: -4649.2465 eV.

=====

Record 4
Below is a 3-piece molecular cluster, C22H27FO9 overall in a non-equilibrium geometry, with properties calculated with the ωB97M-V functional and the def2-TZVPD basis.

Last column: Löwdin charge in e.
Element x y z (Å)
C  0.235  -4.313  2.933  -0.079
C  0.767  -2.808  2.439  -0.233
F  0.839  -2.666  0.966  -0.096
C  -0.303  -1.736  3.148  -0.030
C  0.301  -0.592  4.206  0.001
C  -0.662  0.493  4.982  -0.041
C  -2.285  0.412  4.698  0.005
C  -2.953  -0.673  3.643  -0.012
C  -1.928  -1.739  2.865  0.020
C  -2.634  -2.783  1.812  -0.201
O  -2.071  -3.308  0.718  -0.032
C  -4.223  -3.215  2.080  0.078
C  -5.132  -2.227  2.785  -0.090
C  -6.710  -2.751  2.955  -0.105
C  -6.602  -4.163  3.832  -0.120
O  -6.623  -5.383  3.233  -0.098
C  -4.587  -0.764  3.322  -0.163
O  -5.388  0.313  3.539  -0.049
H  1.180  -5.024  2.993  0.087
H  -0.318  -4.244  3.988  0.104
H  -0.503  -4.810  2.173  0.080
H  1.852  -2.684  2.920  0.153
H  1.463  -0.541  4.407  0.096
H  -0.169  1.276  5.704  0.092
H  -2.984  1.177  5.288  0.108
H  -4.625  -4.268  1.721  0.142
H  -7.092  -2.975  1.849  0.139
H  -7.350  -1.922  3.495  0.124
H  -6.508  -4.044  4.999  0.137
C  1.452  -0.782  -1.219  -0.064
C  2.614  -1.179  -2.113  -0.197
O  3.373  -0.028  -2.503  -0.033
C  4.223  0.460  -1.563  -0.552
O  4.396  0.003  -0.445  0.113
O  4.830  1.559  -2.075  -0.021
C  5.685  2.228  -1.151  -0.043
H  0.844  -0.008  -1.698  0.078
H  0.819  -1.647  -1.000  0.067
H  1.805  -0.366  -0.271  0.077
H  2.226  -1.628  -3.033  0.126
H  3.257  -1.927  -1.635  0.127
H  6.416  1.540  -0.712  0.097
H  5.086  2.705  -0.370  0.102
H  6.230  3.006  -1.693  0.096
C  2.039  2.256  -3.524  -0.061
C  2.819  2.902  -4.656  -0.203
O  1.932  3.503  -5.608  0.023
C  1.408  4.701  -5.246  -0.550
O  1.632  5.299  -4.205  0.104
O  0.570  5.109  -6.232  -0.009
C  -0.123  6.319  -5.934  -0.056
H  1.294  1.558  -3.918  0.090
H  2.710  1.718  -2.849  0.042
H  1.494  3.005  -2.940  0.084
H  3.383  2.132  -5.191  0.128
H  3.545  3.633  -4.283  0.125
H  0.569  7.117  -5.647  0.096
H  -0.858  6.140  -5.143  0.099
H  -0.657  6.635  -6.835  0.093

Force components x, y, z for each atom (eV/Å):
C 0.44 -0.35 -0.47
C -1.18 -0.54 1.36
F -0.14 -0.40 3.64
C -1.72 3.07 1.17
C -3.68 0.17 -0.53
C -1.60 -3.75 -3.23
C 1.82 -1.71 -1.44
C 3.48 -0.15 0.52
C 0.88 1.68 1.68
C 0.92 -2.13 -3.97
O -2.98 3.25 6.78
C -1.03 3.81 2.41
C 2.11 -2.77 -1.77
C 1.20 -0.12 -0.25
C -0.47 -4.49 -3.38
O 0.21 7.92 3.88
C -2.08 3.83 1.09
O 4.93 -7.13 -1.33
H -2.03 1.48 0.04
H 1.48 -0.02 -2.36
H 1.41 1.26 1.35
H -2.45 0.20 -1.43
H -2.67 -0.24 -0.55
H -1.30 -1.72 -1.59
H 1.59 -1.96 -1.61
H 1.01 2.51 0.69
H 0.66 0.40 2.69
H 1.31 -1.83 -1.06
H -0.09 -0.40 -2.19
C -0.02 0.24 0.13
C -0.61 -0.56 0.32
O 1.49 -0.11 0.77
C -0.12 -0.53 0.58
O -0.15 0.69 -1.59
O -0.37 -0.93 0.21
C 0.41 0.37 0.33
H 0.04 -0.17 -0.09
H 0.13 0.19 -0.11
H 0.00 -0.21 -0.12
H 0.26 0.32 -0.02
H 0.00 0.31 0.00
H -0.29 0.07 -0.02
H 0.14 -0.19 -0.02
H -0.29 -0.24 -0.13
C -0.21 0.41 0.30
C 0.24 -0.42 0.66
O -0.44 1.27 -0.10
C 0.17 -0.21 0.52
O -0.29 -0.70 -1.48
O 0.70 -0.33 0.60
C -0.29 0.47 0.02
H 0.19 -0.05 -0.03
H -0.58 0.61 -0.63
H 0.11 0.04 -0.14
H -0.24 0.23 -0.18
H -0.29 0.02 -0.07
H -0.12 -0.25 0.09
H 0.21 0.12 -0.01
H 0.21 -0.33 0.07

Its SMILES is C[C@@H](F)c1cccc2c1C(=O)C=C(CC=O)C2=O.CCOC(=O)OC.CCOC(=O)OC. The multiplicity is 1. For the gap between HOMO and LUMO, the calculation gives 7.3 eV. The value obtained for the HOMO energy is -9.389 eV. As for the net charge: 0. Its LUMO energy is -2.13 eV. As for the calculated total energy: -44381.4356 eV.

=====

Look up the calculated total energy of the fourth one.
-44381.4356 eV

=====

The highest net charge belongs to which entry?
C3H4N

=====

What did the third record say?
Below is an isolated ion of composition C3H4N and charge +1 in a non-equilibrium geometry, with properties calculated with the ωB97M-V functional and the def2-TZVPD basis.

Last column: Löwdin charge in e.
Element x y z (Å)
C  1.458  1.505  -2.354  0.023
C  1.450  0.390  -1.395  -0.098
C  1.860  2.613  -2.711  0.276
N  1.798  -0.080  -0.271  0.258
H  1.609  3.493  -3.384  0.133
H  1.707  -0.522  0.538  0.116
H  2.709  0.033  -0.395  0.100
H  0.581  0.187  -2.104  0.191

Force components x, y, z for each atom (eV/Å):
C 1.85 -4.28 6.68
C -3.45 4.09 -7.68
C -1.64 3.20 -3.67
N -0.07 1.75 -1.54
H 1.19 -0.94 1.39
H -2.67 -2.42 4.17
H 5.97 0.16 0.41
H -1.17 -1.56 0.26

The value obtained for the energy above the lowest of the compared OMol25 structures with the same formula, charge and spin is 44.89 kcal/mol. The multiplicity is 3. For the gap between HOMO and LUMO (alpha / beta), the calculation gives 8.1 / 7.6 eV. The value obtained for the HOMO energy (alpha / beta) is -13.510 / -16.875 eV. As for the net charge: +1. The expectation value of S² is 2.03. Its LUMO energy (alpha / beta) is -5.46 / -9.25 eV. As for the calculated total energy: -4649.2465 eV.

=====

Repeat the third record exactly.
Below is an isolated ion of composition C3H4N and charge +1 in a non-equilibrium geometry, with properties calculated with the ωB97M-V functional and the def2-TZVPD basis.

Last column: Löwdin charge in e.
Element x y z (Å)
C  1.458  1.505  -2.354  0.023
C  1.450  0.390  -1.395  -0.098
C  1.860  2.613  -2.711  0.276
N  1.798  -0.080  -0.271  0.258
H  1.609  3.493  -3.384  0.133
H  1.707  -0.522  0.538  0.116
H  2.709  0.033  -0.395  0.100
H  0.581  0.187  -2.104  0.191

Force components x, y, z for each atom (eV/Å):
C 1.85 -4.28 6.68
C -3.45 4.09 -7.68
C -1.64 3.20 -3.67
N -0.07 1.75 -1.54
H 1.19 -0.94 1.39
H -2.67 -2.42 4.17
H 5.97 0.16 0.41
H -1.17 -1.56 0.26

The value obtained for the energy above the lowest of the compared OMol25 structures with the same formula, charge and spin is 44.89 kcal/mol. The multiplicity is 3. For the gap between HOMO and LUMO (alpha / beta), the calculation gives 8.1 / 7.6 eV. The value obtained for the HOMO energy (alpha / beta) is -13.510 / -16.875 eV. As for the net charge: +1. The expectation value of S² is 2.03. Its LUMO energy (alpha / beta) is -5.46 / -9.25 eV. As for the calculated total energy: -4649.2465 eV.